Run a
A cluster of 3 separate species, CH8N2O2 in total, computed with the ωB97M-V functional and the def2-TZVPD basis.

As for the structure (SMILES): [H]/N=C/N.O.O. As for the multiplicity: 1. For the LUMO energy, the calculation gives 1.0 eV. For the HOMO-LUMO gap, the calculation gives 0.392 Ha.

Last columns: bonded neighbours and bond lengths (Å).
Atoms and positions in Å:
1 H 1.6701 -1.0892 1.3630  N2 1.082
2 N 1.4267 -0.1012 1.7305  H1 1.082, C3 1.323
3 C 2.5923 0.4121 2.0899  N2 1.323, N4 1.407, H5 1.109
4 N 2.6466 1.5109 2.9663  C3 1.407, H6 1.071, H7 0.941
5 H 3.4804 -0.2493 2.0313  C3 1.109
6 H 1.6723 1.8922 3.1941  N4 1.071
7 H 3.4216 2.0160 2.7964  N4 0.941
8 O -4.8007 -1.0234 -4.9543  H9 0.918, H10 0.952
9 H -4.4936 -1.4572 -5.7032  O8 0.918
10 H -5.1910 -1.8760 -4.7879  O8 0.952
11 O -0.5736 -0.3023 -0.5725  H12 0.976, H13 0.945
12 H -1.3271 -0.8979 -0.3999  O11 0.976
13 H -0.3047 -0.0731 0.3042  O11 0.945

---

Run b
A cluster of 3 separate species, CH8N2O2 in total, computed with the ωB97M-V functional and the def2-TZVPD basis.

As for the structure (SMILES): [H]/N=C/N.O.O. As for the multiplicity: 1. For the LUMO energy, the calculation gives 0.6 eV. For the HOMO-LUMO gap, the calculation gives 0.378 Ha.

Last columns: bonded neighbours and bond lengths (Å).
Atoms and positions in Å:
1 H -2.2681 2.7578 -1.9698  N2 1.013
2 N -2.3523 1.8298 -1.5728  H1 1.013, C3 1.264
3 C -1.6236 1.7072 -0.5479  N2 1.264, N4 1.393, H5 1.094
4 N -1.4976 0.4838 0.1066  C3 1.393, H6 1.011, H7 1.010
5 H -1.0625 2.5188 -0.0752  C3 1.094
6 H -2.3759 0.0147 0.2810  N4 1.011
7 H -0.9622 0.5770 0.9584  N4 1.010
8 O 1.4775 -1.0960 4.8368  H9 0.964, H10 0.965
9 H 2.2049 -1.7118 4.6948  O8 0.964
10 H 0.7889 -1.4534 4.2636  O8 0.965
11 O 2.5859 -2.0909 -3.2934  H12 0.969, H13 0.954
12 H 2.0322 -1.3426 -3.5630  O11 0.969
13 H 3.0529 -2.1945 -4.1191  O11 0.954

---

Which structure is the least stable? The one labeled run a.

---

Run a
The molecule C21H26N4O3S, computed with the ωB97M-V functional and the def2-TZVPD basis.

As for the structure (SMILES): CCCCCn1c(SCC#N)nc2cc(C(=O)NC[C@H]3CCCO3)ccc2c1=O. As for the multiplicity: 1. For the LUMO energy, the calculation gives 0.0 eV. For the HOMO-LUMO gap, the calculation gives 0.325 Ha.

Last columns: bonded neighbours and bond lengths (Å).
Atoms and positions in Å:
1 C -3.8043 -1.0051 -2.6049  C2 1.524, H30 1.088, H31 1.088, H32 1.088
2 C -4.1497 0.3295 -1.9547  C1 1.524, C3 1.532, H33 1.091, H34 1.093
3 C -5.4832 0.3174 -1.1999  C2 1.532, C4 1.531, H35 1.093, H36 1.093
4 C -5.6300 -0.7362 -0.0991  C3 1.531, C5 1.530, H37 1.092, H38 1.089
5 C -4.9073 -0.4198 1.2114  C4 1.530, N6 1.452, H39 1.095, H40 1.093
6 N -3.4616 -0.4044 1.0792  C5 1.452, C7 1.356, C28 1.405
7 C -2.7387 0.7424 1.0850  N6 1.356, S8 1.763, N12 1.283
8 S -3.5960 2.2709 1.2815  C7 1.763, C9 1.830
9 C -2.1609 3.3937 1.1101  S8 1.830, C10 1.436, H41 1.090, H42 1.091
10 C -1.5187 3.1995 -0.1599  C9 1.436, N11 1.143
11 N -1.0310 3.0714 -1.1855  C10 1.143
12 N -1.4657 0.8300 0.9480  C7 1.283, C13 1.367
13 C -0.7546 -0.3158 0.7242  N12 1.367, C14 1.397, C27 1.404
14 C 0.6188 -0.2255 0.4872  C13 1.397, C15 1.382, H43 1.079
15 C 1.3495 -1.3748 0.2542  C14 1.382, C16 1.497, C25 1.401
16 C 2.8253 -1.3346 0.0076  C15 1.497, O17 1.216, N18 1.353
17 O 3.5784 -2.1889 0.4326  C16 1.216
18 N 3.2384 -0.2869 -0.7414  C16 1.353, C19 1.441, H44 1.007
19 C 4.6281 -0.0488 -1.0376  N18 1.441, C20 1.545, H45 1.092, H46 1.094
20 C 5.1994 1.1348 -0.2260  C19 1.545, C21 1.531, O24 1.411, H47 1.096
21 C 5.3051 0.8075 1.2653  C20 1.531, C22 1.530, H48 1.090, H49 1.087
22 C 6.6563 0.0945 1.3376  C21 1.530, C23 1.537, H50 1.089, H51 1.088
23 C 7.4365 0.6977 0.1582  C22 1.537, O24 1.422, H52 1.095, H53 1.096
24 O 6.5157 1.4318 -0.6387  C20 1.411, C23 1.422
25 C 0.7231 -2.6274 0.2865  C15 1.401, C26 1.374, H54 1.079
26 C -0.6301 -2.7252 0.5067  C25 1.374, C27 1.397, H55 1.079
27 C -1.3863 -1.5702 0.7187  C13 1.404, C26 1.397, C28 1.458
28 C -2.8261 -1.6489 0.9311  N6 1.405, C27 1.458, O29 1.212
29 O -3.4762 -2.6710 0.9770  C28 1.212
30 H -2.9207 -0.8957 -3.2295  C1 1.088
31 H -3.5921 -1.7693 -1.8608  C1 1.088
32 H -4.6267 -1.3492 -3.2284  C1 1.088
33 H -3.3305 0.6320 -1.3015  C2 1.091
34 H -4.2217 1.0919 -2.7345  C2 1.093
35 H -6.2745 0.1378 -1.9319  C3 1.093
36 H -5.6544 1.3077 -0.7696  C3 1.093
37 H -6.6894 -0.8272 0.1494  C4 1.092
38 H -5.2951 -1.7086 -0.4577  C4 1.089
39 H -5.1512 -1.2010 1.9383  C5 1.095
40 H -5.2291 0.5481 1.6036  C5 1.093
41 H -1.4637 3.1887 1.9232  C9 1.090
42 H -2.5663 4.4041 1.1851  C9 1.091
43 H 1.0726 0.7536 0.5090  C14 1.079
44 H 2.5649 0.3866 -1.0695  N18 1.007
45 H 5.1695 -0.9635 -0.7886  C19 1.092
46 H 4.7532 0.1647 -2.1028  C19 1.094
47 H 4.5936 2.0269 -0.4243  C20 1.096
48 H 5.3231 1.7302 1.8462  C21 1.090
49 H 4.4854 0.1825 1.6107  C21 1.087
50 H 6.5216 -0.9783 1.2053  C22 1.089
51 H 7.1623 0.2631 2.2853  C22 1.088
52 H 8.2075 1.4005 0.4892  C23 1.095
53 H 7.9138 -0.0773 -0.4524  C23 1.096
54 H 1.3284 -3.5069 0.1312  C25 1.079
55 H -1.1350 -3.6791 0.5209  C26 1.079

---

Run b
The molecule C21H26N4O3S, computed with the ωB97M-V functional and the def2-TZVPD basis.

As for the structure (SMILES): CCCCCn1c(SCC#N)nc2cc(C(=O)NC[C@H]3CCCO3)ccc2c1=O. As for the multiplicity: 1. For the LUMO energy, the calculation gives 0.0 eV. For the HOMO-LUMO gap, the calculation gives 0.323 Ha.

Last columns: bonded neighbours and bond lengths (Å).
Atoms and positions in Å:
1 C 6.4755 0.4583 -3.1399  C2 1.524, H30 1.087, H31 1.088, H32 1.087
2 C 4.9896 0.2444 -2.8761  C1 1.524, C3 1.529, H33 1.092, H34 1.093
3 C 4.5463 0.7328 -1.4970  C2 1.529, C4 1.527, H35 1.094, H36 1.092
4 C 5.0942 -0.1266 -0.3594  C3 1.527, C5 1.530, H37 1.093, H38 1.090
5 C 4.7072 0.4178 1.0172  C4 1.530, N6 1.452, H39 1.093, H40 1.094
6 N 3.2689 0.4894 1.2015  C5 1.452, C7 1.356, C28 1.408
7 C 2.5369 -0.6075 1.5156  N6 1.356, S8 1.761, N12 1.283
8 S 3.3939 -2.1244 1.7693  C7 1.761, C9 1.830
9 C 1.9505 -3.1733 2.1766  S8 1.830, C10 1.437, H41 1.091, H42 1.091
10 C 0.9979 -3.1820 1.1012  C9 1.437, N11 1.143
11 N 0.2524 -3.2331 0.2363  C10 1.143
12 N 1.2621 -0.6519 1.6558  C7 1.283, C13 1.367
13 C 0.5454 0.4901 1.4304  N12 1.367, C14 1.397, C27 1.405
14 C -0.8486 0.4371 1.4959  C13 1.397, C15 1.382, H43 1.079
15 C -1.5889 1.5808 1.2652  C14 1.382, C16 1.498, C25 1.401
16 C -3.0858 1.5875 1.3203  C15 1.498, O17 1.214, N18 1.355
17 O -3.7160 2.5492 1.7086  C16 1.214
18 N -3.6641 0.4336 0.9089  C16 1.355, C19 1.441, H44 1.008
19 C -5.0931 0.2699 0.8206  N18 1.441, C20 1.543, H45 1.094, H46 1.093
20 C -5.5868 0.2119 -0.6406  C19 1.543, C21 1.533, O24 1.411, H47 1.095
21 C -5.2457 -1.1167 -1.3257  C20 1.533, C22 1.531, H48 1.090, H49 1.088
22 C -6.4166 -2.0089 -0.9061  C21 1.531, C23 1.539, H50 1.090, H51 1.087
23 C -7.5507 -1.0029 -0.6413  C22 1.539, O24 1.419, H52 1.094, H53 1.097
24 O -6.9934 0.3001 -0.7033  C20 1.411, C23 1.419
25 C -0.9420 2.7953 1.0009  C15 1.401, C26 1.375, H54 1.079
26 C 0.4292 2.8559 0.9270  C25 1.375, C27 1.397, H55 1.079
27 C 1.1897 1.7015 1.1295  C13 1.405, C26 1.397, C28 1.458
28 C 2.6436 1.7392 1.0284  N6 1.408, C27 1.458, O29 1.211
29 O 3.3061 2.7298 0.8115  C28 1.211
30 H 6.7193 0.1778 -4.1619  C1 1.087
31 H 6.7382 1.5045 -3.0001  C1 1.088
32 H 7.0863 -0.1434 -2.4718  C1 1.087
33 H 4.4181 0.7864 -3.6326  C2 1.092
34 H 4.7491 -0.8165 -2.9783  C2 1.093
35 H 3.4535 0.7198 -1.4597  C3 1.094
36 H 4.8654 1.7673 -1.3559  C3 1.092
37 H 4.7317 -1.1514 -0.4686  C4 1.093
38 H 6.1831 -0.1506 -0.4007  C4 1.090
39 H 5.0787 1.4399 1.1273  C5 1.093
40 H 5.1302 -0.2113 1.8066  C5 1.094
41 H 1.4889 -2.7830 3.0845  C9 1.091
42 H 2.3508 -4.1753 2.3405  C9 1.091
43 H -1.3046 -0.5089 1.7439  C14 1.079
44 H -3.0855 -0.2879 0.5090  N18 1.008
45 H -5.3935 -0.6374 1.3533  C19 1.094
46 H -5.5457 1.1373 1.3067  C19 1.093
47 H -5.1882 1.0809 -1.1746  C20 1.095
48 H -5.2426 -0.9779 -2.4069  C21 1.090
49 H -4.2810 -1.5173 -1.0220  C21 1.088
50 H -6.1754 -2.5630 0.0008  C22 1.090
51 H -6.6847 -2.7244 -1.6800  C22 1.087
52 H -8.3359 -1.0536 -1.4012  C23 1.094
53 H -8.0108 -1.1639 0.3414  C23 1.097
54 H -1.5488 3.6757 0.8566  C25 1.079
55 H 0.9457 3.7789 0.7122  C26 1.079

---

Which structure is the least stable? The one labeled run b.

---

Run a
The ion C6H12NO with charge -1, computed with the ωB97M-V functional and the def2-TZVPD basis.

As for the total charge: -1. As for the structure (SMILES): C=CCC[C@@H](N)C[O-]. As for the multiplicity: 1. For the LUMO energy, the calculation gives 3.8 eV. For the HOMO-LUMO gap, the calculation gives 0.221 Ha.

Last columns: bonded neighbours and bond lengths (Å).
Atoms and positions in Å:
1 C 1.0417 -2.4408 2.2923  C2 1.397, H9 1.145, H10 1.033
2 C 0.6059 -1.6454 1.2298  C1 1.397, C3 1.511, H11 1.110
3 C 0.4939 -0.1382 1.2391  C2 1.511, C4 1.496, H12 1.075, H13 1.051
4 C 0.6273 0.5465 -0.0844  C3 1.496, C5 1.543, H14 1.204, H15 1.104
5 C -0.7252 0.4868 -0.8244  C4 1.543, N6 1.571, C7 1.660, H16 1.133
6 N -1.9494 1.2101 -0.1555  C5 1.571, H17 0.955, H18 1.006
7 C -0.2029 1.1309 -2.2622  C5 1.660, O8 1.295, H19 1.148, H20 1.091
8 O 0.6765 0.2829 -2.6913  C7 1.295
9 H 1.4600 -1.8800 3.1991  C1 1.145
10 H 1.0463 -3.4710 2.2169  C1 1.033
11 H 0.0738 -2.0360 0.3370  C2 1.110
12 H -0.3858 0.2581 1.7131  C3 1.075
13 H 1.1894 0.2337 1.9345  C3 1.051
14 H 1.4071 -0.1172 -0.7185  C4 1.204
15 H 1.0363 1.5715 -0.1271  C4 1.104
16 H -1.0305 -0.5818 -1.0468  C5 1.133
17 H -1.7145 2.1219 -0.3154  N6 0.955
18 H -2.7355 1.1147 -0.7757  N6 1.006
19 H -1.0725 1.1984 -3.0085  C7 1.148
20 H 0.1579 2.1550 -2.1519  C7 1.091

---

Run b
The ion C6H12NO with charge -1, computed with the ωB97M-V functional and the def2-TZVPD basis.

As for the total charge: -1. As for the multiplicity: 1. For the LUMO energy, the calculation gives 3.6 eV. For the HOMO-LUMO gap, the calculation gives 0.150 Ha.

Last columns: bonded neighbours and bond lengths (Å).
Atoms and positions in Å:
1 C 2.9941 0.4518 1.0322  O2 1.391, C3 1.584, H9 1.107, H10 0.976
2 O 3.6704 1.4483 0.3363  C1 1.391, H16 1.039
3 C 2.0500 -0.2829 -0.0062  C1 1.584, C4 1.598, H11 1.081, H12 1.057
4 C 0.5247 0.0143 0.3645  C3 1.598, C5 1.520, H13 1.118, H14 1.157
5 C -0.5395 -0.7324 -0.4234  C4 1.520, C8 1.369, H15 1.105
6 N -4.2455 -0.2345 -0.1543  C7 1.454, H17 1.004, H18 0.930
7 C -3.0997 -0.8013 -0.8461  N6 1.454, C8 1.401, H19 1.036
8 C -1.8273 -0.2897 -0.5609  C5 1.369, C7 1.401, H20 1.108
9 H 2.3359 1.0662 1.6768  C1 1.107
10 H 3.4476 -0.2023 1.5969  C1 0.976
11 H 2.3110 0.0253 -1.0090  C3 1.081
12 H 2.3215 -1.3047 0.0033  C3 1.057
13 H 0.4377 -0.1892 1.4606  C4 1.118
14 H 0.3888 1.1634 0.3551  C4 1.157
15 H -0.5810 -1.8259 -0.5760  C5 1.105
16 H 2.9926 1.5627 -0.4425  O2 1.039
17 H -5.0344 -0.0073 -0.7314  N6 1.004
18 H -3.9142 0.5420 0.2359  N6 0.930
19 H -3.1564 -1.6590 -1.4252  C7 1.036
20 H -1.8072 0.7247 -0.1146  C8 1.108

---

Which structure is the least stable? The one labeled run b.